Below is a molecular structure, C50H49N7O2STeTi, with properties calculated with wB97M-V/def2-TZVPD.

The geometry in XYZ format:
```
111
C50H49N7O2STeTi wB97M-V/def2-TZVPD
Ti 2.6802 0.2868 0.8794
N -0.8086 1.1187 4.8287
C -0.4245 0.6612 3.5993
S -0.4883 1.9502 2.3867
N -0.1680 -0.5746 3.4199
N -0.1733 -1.0505 2.1330
C 0.6906 -1.9619 1.8986
C 1.7693 -2.3519 2.8379
C 1.9167 -3.6512 3.3091
C 2.8907 -3.9593 4.2471
C 3.7190 -2.9525 4.7308
C 3.6096 -1.6584 4.2507
C 2.6608 -1.3557 3.2779
O 2.6215 -0.1300 2.7252
H -0.8746 0.4122 5.5458
H -0.4672 2.0193 5.1185
H 0.5921 -2.4642 0.9364
H 1.2368 -4.4198 2.9600
H 2.9821 -4.9688 4.6244
H 4.4595 -3.1814 5.4869
H 4.2581 -0.8682 4.6077
C 3.3877 2.7143 -2.7927
C 2.4183 1.5899 -2.9961
C 1.4188 1.6645 -3.9694
C 0.5106 0.6306 -4.0964
C 0.6370 -0.4786 -3.2738
C 1.6746 -0.4877 -2.3576
N 2.5385 0.5215 -2.2103
C 2.0259 -1.6727 -1.5354
C 1.8033 -2.9689 -1.9686
C 2.4107 -4.0149 -1.2938
C 3.3100 -3.7390 -0.2784
C 3.4845 -2.4226 0.1153
N 2.7622 -1.4312 -0.4366
C 4.5685 -1.9619 1.0178
C 5.4563 -2.8247 1.6298
C 6.5228 -2.2781 2.3258
C 6.6541 -0.9054 2.4039
C 5.7007 -0.0895 1.8042
C 5.7816 1.4036 1.8759
N 4.6869 -0.6234 1.1155
H 3.7636 3.0849 -3.7462
H 2.8927 3.5405 -2.2782
H 4.2184 2.3828 -2.1752
H 1.3599 2.5369 -4.6075
H -0.2942 0.6822 -4.8186
H -0.0649 -1.2971 -3.3356
H 1.2092 -3.1468 -2.8523
H 2.2469 -5.0358 -1.6118
H 3.8796 -4.5350 0.1766
H 5.3260 -3.8944 1.5727
H 7.2432 -2.9229 2.8112
H 7.4783 -0.4549 2.9391
H 6.2700 1.7242 2.7938
H 6.3619 1.7843 1.0329
H 4.7918 1.8580 1.8287
C -5.0120 -1.8115 -6.0238
C -4.2320 -1.3791 -4.8130
C -4.2389 -0.0599 -4.3815
C -3.5255 0.3554 -3.2628
C -3.6261 1.7981 -2.8546
C -2.7672 -0.5826 -2.5425
Te -1.6412 0.0587 -0.8405
N 0.9529 1.6692 1.5420
C 1.3886 2.4869 0.6424
O 2.5256 2.1103 0.0904
C 0.7053 3.7068 0.1511
C 0.3637 3.7799 -1.1957
C -0.3428 4.8722 -1.6713
C -0.6903 5.9029 -0.8078
C -0.3319 5.8397 0.5312
C 0.3580 4.7388 1.0161
C -3.2425 0.3294 0.5336
C -3.6609 1.6088 0.9175
C -3.1363 2.9067 0.3556
C -4.6484 1.7199 1.8985
C -5.2280 0.6147 2.4944
C -6.2853 0.7593 3.5536
C -4.8047 -0.6452 2.0844
C -3.8241 -0.8082 1.1182
C -3.4204 -2.2027 0.7255
C -2.7570 -1.9240 -2.9572
C -2.0125 -3.0375 -2.2572
C -3.4867 -2.2921 -4.0852
H -5.5489 -0.9745 -6.4671
H -5.7400 -2.5807 -5.7624
H -4.3518 -2.2323 -6.7838
H -4.8218 0.6722 -4.9296
H -4.1063 2.3862 -3.6359
H -2.6456 2.2267 -2.6415
H -4.2228 1.8911 -1.9455
H 0.6205 2.9612 -1.8546
H -0.6260 4.9188 -2.7150
H -1.2393 6.7577 -1.1803
H -0.5935 6.6475 1.2014
H 0.6318 4.6871 2.0620
H -2.2228 2.7828 -0.2205
H -2.9365 3.6113 1.1640
H -3.8842 3.3682 -0.2928
H -4.9678 2.7123 2.2005
H -6.5109 1.8069 3.7474
H -5.9621 0.3022 4.4904
H -7.2087 0.2631 3.2511
H -5.2501 -1.5269 2.5329
H -3.9903 -2.9399 1.2899
H -2.3571 -2.3608 0.9161
H -3.5996 -2.3751 -0.3374
H -1.4680 -2.6913 -1.3812
H -1.3107 -3.5133 -2.9478
H -2.7099 -3.8149 -1.9399
H -3.4743 -3.3330 -4.3944
```

charge	+1
HOMO-LUMO gap (spin up / spin down)	6.00 / 5.92	eV
calculated total energy	-108413.1831	eV
multiplicity	2

Below is 10 unconnected molecules or ions with the total composition C50H50N10O10 at a distorted geometry, with properties calculated with wB97M-V/def2-TZVPD.

The geometry in XYZ format:
```
120
C50H50N10O10 wB97M-V/def2-TZVPD
O -21.5872 4.3180 -4.3661
N -21.6110 3.3745 -3.5901
O -20.9106 2.3829 -3.7194
C -22.5045 3.3972 -2.4499
C -22.8874 4.6265 -1.9221
C -23.7947 4.6627 -0.8871
C -24.3033 3.4462 -0.3911
C -23.9073 2.2125 -0.9198
C -23.0332 2.1989 -1.9926
H -22.5714 5.5195 -2.4417
H -24.0411 5.5647 -0.3464
H -25.0309 3.5067 0.4075
H -24.4438 1.3400 -0.5772
H -22.8570 1.2263 -2.4303
O -21.8571 5.4076 -7.3317
N -21.9027 6.5871 -7.0976
O -22.9336 7.2065 -6.9365
C -20.6969 7.3321 -6.9076
C -19.6637 6.9077 -6.0648
C -18.5547 7.6986 -5.8033
C -18.4473 8.9663 -6.3913
C -19.4841 9.3754 -7.2127
C -20.5419 8.5403 -7.5518
H -19.8404 5.9615 -5.5617
H -17.8526 7.3034 -5.0805
H -17.7269 9.6871 -6.0285
H -19.4757 10.3837 -7.5981
H -21.3237 9.0241 -8.1270
O -25.2109 9.7150 -5.9228
N -24.7850 10.0328 -7.0116
O -24.0401 10.9928 -7.1876
C -25.0674 9.2562 -8.2107
C -26.1307 8.3528 -8.1734
C -26.3222 7.5466 -9.2908
C -25.5384 7.6305 -10.4483
C -24.4841 8.5284 -10.4359
C -24.3405 9.4170 -9.3705
H -26.7559 8.1410 -7.3202
H -27.0847 6.7780 -9.2853
H -25.5175 6.8794 -11.2277
H -23.7212 8.6785 -11.1886
H -23.4922 10.0906 -9.4095
O -21.7166 5.3553 -15.4116
N -22.2489 5.2924 -14.3253
O -23.3925 4.9383 -14.1394
C -21.4758 5.7267 -13.1800
C -22.1085 6.3422 -12.1128
C -21.3729 6.5740 -10.9553
C -20.0269 6.2594 -10.9219
C -19.3561 5.7832 -12.0653
C -20.1066 5.4544 -13.1634
H -23.1824 6.3750 -11.9875
H -21.7559 7.1270 -10.1067
H -19.3446 6.4367 -10.0977
H -18.3049 5.5345 -12.0689
H -19.6022 5.0289 -14.0208
O -21.7186 7.5037 1.2714
N -21.0952 7.7184 0.2489
O -19.8873 7.7883 0.1489
C -21.8627 7.8901 -0.9740
C -21.3433 7.7664 -2.2498
C -22.1404 7.9182 -3.3819
C -23.4286 8.4503 -3.2812
C -23.9524 8.5874 -1.9963
C -23.1817 8.3536 -0.8914
H -20.3293 7.3971 -2.3589
H -21.7090 7.6898 -4.3456
H -24.0632 8.6021 -4.1426
H -24.9273 9.0142 -1.7956
H -23.5274 8.6214 0.1005
C -15.4111 11.3623 -5.0419
C -14.5301 12.0679 -4.2327
C -13.3239 11.3928 -4.3023
N -13.4803 10.2718 -5.0498
C -14.8099 10.2035 -5.4678
H -16.4246 11.6539 -5.2809
H -14.6956 13.0155 -3.7490
H -12.3452 11.6140 -3.9054
H -12.7549 9.7657 -5.5217
H -15.2160 9.3585 -5.9961
C -14.2208 6.2122 -5.5593
C -15.0999 5.1782 -5.3411
C -14.2873 4.1876 -4.7983
N -13.0002 4.6112 -4.7172
C -12.9419 5.9291 -5.1269
H -14.4434 7.1127 -6.1210
H -16.1467 5.2015 -5.5836
H -14.5363 3.1898 -4.4663
H -12.2164 4.0984 -4.3616
H -12.0143 6.4650 -5.2251
C -20.9719 13.3904 -5.5187
C -21.1892 11.9896 -5.6541
C -20.5044 11.3751 -4.6408
N -19.7643 12.3497 -3.9936
C -20.0582 13.5915 -4.5192
H -21.4976 14.1610 -6.0596
H -21.7094 11.4154 -6.4037
H -20.2907 10.3609 -4.3445
H -19.1174 12.2686 -3.2314
H -19.6210 14.4134 -3.9779
C -17.3305 6.7033 -1.2624
C -17.6710 7.8931 -1.9544
C -16.5700 8.2324 -2.7048
N -15.6620 7.2335 -2.6088
C -16.0673 6.3007 -1.6908
H -17.9503 6.2364 -0.5145
H -18.5209 8.5415 -1.8367
H -16.3953 9.1558 -3.2346
H -14.7755 7.1856 -3.0830
H -15.4786 5.4365 -1.4434
C -20.7282 11.6646 -9.8087
C -21.8326 12.4518 -10.3304
C -22.3726 11.7710 -11.3939
N -21.6562 10.6147 -11.5638
C -20.7504 10.5325 -10.5586
H -20.0413 11.9143 -9.0217
H -22.2016 13.3909 -9.9521
H -23.2416 11.9396 -12.0081
H -21.7887 9.9166 -12.2706
H -20.0150 9.7382 -10.5509
```

SMILES	O=[N+]([O-])c1ccccc1.O=[N+]([O-])c1ccccc1.O=[N+]([O-])c1ccccc1.O=[N+]([O-])c1ccccc1.O=[N+]([O-])c1ccccc1.c1cc[nH]c1.c1cc[nH]c1.c1cc[nH]c1.c1cc[nH]c1.c1cc[nH]c1
HOMO-LUMO gap	7.45	eV
calculated total energy	-88020.5888	eV
multiplicity	1

Below is a molecular structure, C50H51Br2ClN5O5Rb at a distorted geometry, with properties calculated with wB97M-V/def2-TZVPD.

The geometry in XYZ format:
```
115
C50H51Br2ClN5O5Rb wB97M-V/def2-TZVPD
Rb 0.1195 -0.3630 0.3983
C -4.1419 -2.0239 2.8370
C -2.7287 -2.2476 2.4784
C -2.5844 -3.3517 1.3792
C -1.7977 -2.5311 3.6159
C -1.9814 -3.7046 4.3399
C -1.0755 -4.0072 5.3079
C 0.0471 -3.1769 5.4744
C 0.1659 -1.9882 4.8037
C 1.3920 -1.0808 5.1608
C 1.0003 0.2982 5.6305
C 2.3301 -1.1225 3.9780
C -0.7997 -1.5895 3.8920
N -0.7469 -0.3812 3.2497
C -1.6567 0.4697 3.6978
O -2.3272 0.3963 4.7551
C -1.9907 1.6343 2.7831
C -2.8315 2.5849 3.2757
C -3.1270 3.7239 2.5232
C -2.6484 3.8340 1.2310
C -1.7565 2.8470 0.7998
N -1.4303 1.8545 1.5749
C -1.4768 2.8352 -0.6996
O -2.0073 3.7504 -1.3589
N -0.7614 1.8116 -1.1516
C -0.9807 1.4550 -2.4876
C -2.0824 0.5967 -2.8351
C -2.2391 0.1027 -4.1608
C -1.3609 0.5025 -5.1729
C -0.3231 1.3704 -4.8653
C -0.1132 1.7421 -3.5441
C 1.1244 2.5657 -3.3541
C 0.8571 3.9957 -2.8642
C 2.1364 2.7224 -4.5299
C -3.1412 0.2649 -1.7844
C -4.4969 0.9271 -2.0592
C -3.2079 -1.2475 -1.5925
H -4.7762 -1.9104 1.9647
H -4.1835 -1.1962 3.5897
H -4.6147 -2.8347 3.3619
H -2.4478 -1.2534 2.1371
H -3.1548 -4.2360 1.7566
H -1.5639 -3.6988 1.3832
H -2.9807 -2.9652 0.4611
H -2.8855 -4.4322 4.1819
H -1.1476 -4.8436 5.9673
H 0.7436 -3.4288 6.2399
H 1.8218 -1.5855 6.0608
H 0.6397 0.8911 4.7910
H 1.7816 0.8375 6.1702
H 0.1536 0.2573 6.3227
H 1.7149 -0.8112 3.1736
H 2.6290 -2.1435 3.7805
H 3.2256 -0.5209 4.0946
H -3.1438 2.4434 4.2652
H -3.7062 4.5030 3.0192
H -2.8263 4.6961 0.6820
H -2.9504 -0.5454 -4.4311
H -1.5148 0.1309 -6.2477
H 0.3011 1.7656 -5.6540
H 1.6336 2.0506 -2.5108
H 0.4597 4.5994 -3.7372
H 1.7254 4.6023 -2.4511
H 0.1598 4.0572 -2.0916
H 1.7873 3.3772 -5.3210
H 2.3949 1.7856 -5.0102
H 3.0664 3.1379 -4.1370
H -2.7145 0.5909 -0.8385
H -4.9563 0.4982 -2.9277
H -4.4594 2.0421 -2.1231
H -5.1715 0.7871 -1.2132
H -3.4139 -1.8490 -2.4840
H -3.9128 -1.5856 -0.7836
H -2.2251 -1.6664 -1.2893
Br -0.2389 4.0719 4.6993
C 0.6811 4.3640 3.0900
C 0.5815 5.6079 2.3990
C 1.4644 5.8039 1.3734
N 2.3764 4.9797 0.8703
C 2.3412 3.7674 1.4846
C 1.5324 3.3971 2.5359
C 3.1960 2.7807 0.8653
C 3.8137 3.0911 -0.3676
C 4.5939 2.1314 -0.9974
Br 5.4775 2.5674 -2.5931
C 4.7857 0.9075 -0.4485
C 4.1190 0.7167 0.7737
N 3.3970 1.6472 1.4391
H -0.0431 6.3583 2.7321
H 1.4043 6.7346 0.7886
H 1.5927 2.4275 2.9572
H 3.7648 4.1009 -0.7887
H 5.3792 0.1471 -0.9696
H 4.2608 -0.2553 1.2144
C 0.8308 -6.2317 -3.9916
C 1.3860 -4.8618 -4.3307
C 1.0249 -4.2830 -5.5495
C 1.3267 -2.9832 -5.8894
Cl 0.7293 -2.0863 -7.3743
C 1.9619 -2.2137 -4.9448
C 2.2420 -2.7668 -3.6441
C 1.9477 -4.0578 -3.3385
O 2.2667 -4.5868 -2.1104
C 2.8886 -3.7492 -1.2052
C 2.0376 -2.5334 -0.7139
O 0.8328 -2.5598 -0.8763
O 2.7408 -1.6508 -0.1368
H -0.1639 -6.1455 -3.5086
H 1.4139 -6.8075 -3.3015
H 0.8785 -6.8080 -4.9243
H 0.5706 -4.8697 -6.2929
H 2.3305 -1.2339 -5.1369
H 2.6105 -2.0828 -2.9389
H 3.8824 -3.5853 -1.5072
H 2.9361 -4.2660 -0.2199
```

charge	-2
HOMO-LUMO gap	6.48	eV
calculated total energy	-223631.5596	eV
multiplicity	1

Below is a molecular structure, C50H51Cl2GeN7O3P3Ta, with properties calculated with wB97M-V/def2-TZVPD.

The geometry in XYZ format:
```
118
C50H51Cl2GeN7O3P3Ta wB97M-V/def2-TZVPD
Ta 0.0364 0.7491 -0.9401
C -2.4734 -1.4264 -2.4907
P -2.6613 -0.9614 -0.7231
C -4.2537 -1.6999 -0.2386
C -4.5165 -1.8124 1.1242
C -5.7325 -2.3071 1.5725
C -6.6885 -2.7162 0.6570
C -6.4302 -2.6257 -0.7046
C -5.2225 -2.1172 -1.1508
C -2.8985 0.8707 -0.7895
C -4.3994 2.5504 -2.3189
C -4.4008 3.8742 -2.2321
C -3.9273 4.5761 -1.0006
C -4.0251 4.0322 0.3818
C -2.6612 1.5388 0.5826
C -1.0949 -1.3457 -3.0990
C -0.7714 -1.9827 -4.2715
C 0.5162 -1.5382 -4.6576
C 0.9332 -0.6696 -3.6890
C 2.2600 0.0060 -3.5592
P 2.6572 -0.3381 -1.8071
C 3.1279 -2.0955 -1.9519
C 4.4504 -2.5296 -1.8971
C 4.7508 -3.8805 -2.0052
C 3.7358 -4.8087 -2.1822
C 2.4178 -4.3813 -2.2625
C 2.1122 -3.0339 -2.1470
C 4.1888 0.5392 -1.3792
C 4.8929 0.2076 -0.2226
C 5.9860 0.9581 0.1800
C 6.3835 2.0627 -0.5598
C 5.6972 2.3968 -1.7187
C 4.6130 1.6358 -2.1301
N -0.0275 -0.5456 -2.6923
H -2.8171 -2.4619 -2.5734
H -3.1555 -0.8138 -3.0874
H -3.7677 -1.4902 1.8417
H -5.9299 -2.3727 2.6345
H -7.6380 -3.1033 1.0025
H -7.1809 -2.9367 -1.4194
H -5.0437 -2.0280 -2.2151
H -4.6536 2.0137 -3.2227
H -4.6504 4.4896 -3.0871
H -3.8497 5.6540 -1.0818
H -4.1613 4.5474 1.3177
H -3.3083 1.0451 1.3197
H -1.4183 -2.6589 -4.8091
H 1.0819 -1.8240 -5.5303
H 2.9853 -0.4357 -4.2430
H 2.1938 1.0777 -3.7350
H 5.2521 -1.8150 -1.7636
H 5.7819 -4.2055 -1.9542
H 3.9710 -5.8619 -2.2647
H 1.6216 -5.0985 -2.4199
H 1.0800 -2.7131 -2.2160
H 4.5878 -0.6444 0.3724
H 6.5164 0.6881 1.0842
H 7.2274 2.6588 -0.2375
H 6.0089 3.2500 -2.3076
H 4.0920 1.9043 -3.0401
Cl 4.9232 6.1693 1.3687
C 3.9172 4.8048 0.9919
C 3.9154 3.7037 1.8429
C 3.1208 2.6124 1.5636
Cl 3.2106 1.2148 2.5767
C 2.2795 2.5896 0.4331
O 1.4795 1.6020 0.1851
C 2.3763 3.6800 -0.4566
C 1.8404 3.5599 -1.8021
O 1.3820 2.5457 -2.3048
C 3.1709 4.7889 -0.1619
H 4.5458 3.6937 2.7214
H 1.9401 4.4617 -2.4286
H 3.2226 5.6167 -0.8583
O -0.9833 2.2124 -1.6043
N -1.8157 1.0449 -1.7287
C -4.1086 1.8301 -1.0411
C -5.3530 1.3214 -0.4596
N -6.3408 0.9649 0.0068
C -3.4367 2.7412 0.0092
N -2.7370 3.9797 -0.3476
C 1.3483 -2.7460 3.4384
N 2.0559 -3.2412 2.2636
C 1.3631 -4.4254 1.7605
N -0.0483 -4.2005 1.4699
C -0.6983 -3.6669 2.6676
N -0.0596 -2.4593 3.1905
C -0.1935 -1.3509 2.2515
P 0.5205 -1.6462 0.5845
C 2.1824 -2.2298 1.2230
C -0.2370 -3.3253 0.3127
H 1.8392 -1.8372 3.7951
H 1.4135 -3.5067 4.2194
H 1.4306 -5.2049 2.5227
H 1.8656 -4.7741 0.8556
H -0.6615 -4.4355 3.4429
H -1.7445 -3.4516 2.4386
H 0.2926 -0.4654 2.6623
H -1.2443 -1.1189 2.0882
H 2.6989 -1.3533 1.6208
H 2.7851 -2.6440 0.4173
H 0.2079 -3.8019 -0.5599
H -1.3038 -3.2084 0.1226
C -2.3749 3.3972 3.1645
Ge -1.3205 1.7450 2.9603
C 0.2930 2.0748 4.0320
C -2.4268 0.4202 3.9245
C -1.1824 1.5432 0.9774
H -2.2916 3.7724 4.1857
H -3.4285 3.1975 2.9696
H -2.0330 4.1716 2.4761
H -0.0243 2.6046 4.9319
H 1.0044 2.7065 3.5056
H 0.7996 1.1612 4.3414
H -2.3073 0.6228 4.9913
H -2.1730 -0.6267 3.7747
H -3.4812 0.5649 3.6821
H -0.8158 2.5529 0.7474
```

HOMO-LUMO gap	6.95	eV
calculated total energy	-180225.8223	eV
multiplicity	1

Let's list energy above the lowest of the compared OMol25 structures with the same formula, charge and spin in order: 0.799, 0.800, 2.417, 0.000 eV.